No. 1
# C15H17Cl5NOPtSi

A structure of composition C15H17Cl5NOPtSi at a distorted geometry (ωB97M-V/def2-TZVPD, OMol25).

Positions of all 41 atoms, in Å:
Pt: 0.19802 0.06812 0.35450
Cl: 3.31964 -1.04899 0.41953
C: 2.09210 -2.22603 0.07542
C: 0.78564 -1.77637 -0.10186
C: -0.16698 -2.76078 -0.39315
Cl: -1.82332 -2.28698 -0.61585
C: 0.15168 -4.11302 -0.46425
Cl: -1.06985 -5.28789 -0.79396
C: 1.45995 -4.52507 -0.22802
Cl: 1.86220 -6.20296 -0.26092
C: 2.43810 -3.57344 0.03516
Cl: 4.06333 -4.07437 0.33352
C: 0.27233 2.39257 2.48813
C: 0.18395 1.02630 3.09247
C: 0.13336 0.67698 4.41566
C: 0.05337 -0.74278 4.47615
C: 0.05509 -1.21096 3.18540
C: 0.00382 -2.64040 2.76959
N: 0.13220 -0.12111 2.33323
H: 0.34792 3.13936 3.27886
H: -0.59861 2.61671 1.86986
H: 1.14633 2.48278 1.83568
H: 0.16145 1.36855 5.24633
H: 0.00479 -1.35667 5.36475
H: -0.04040 -3.26823 3.66081
H: 0.88228 -2.92730 2.19897
H: -0.87556 -2.85395 2.15914
C: -0.50497 4.74470 -0.06437
Si: -0.14610 3.24635 -1.14187
C: -1.25862 3.42282 -2.64642
C: 1.61486 3.48048 -1.75500
O: -0.39595 1.85032 -0.39065
H: -0.45550 5.65544 -0.67169
H: 0.22013 4.84084 0.74944
H: -1.50387 4.69011 0.37964
H: -1.08747 4.38027 -3.15081
H: -2.31366 3.37714 -2.35881
H: -1.07498 2.62275 -3.37083
H: 1.71161 4.39005 -2.35712
H: 1.93063 2.63292 -2.37228
H: 2.31356 3.55586 -0.91557

Output
* HOMO level: -0.161 hartree
* max |F|: 1.635 eV Å⁻¹
* DFT total energy: -3421.674942 Eh
* total charge: -1
* energy above the lowest of the compared OMol25 structures with the same formula, charge and spin: 0.330 eV
* E_LUMO: 2.4 eV
* orbital gap: 6.778 eV



No. 2
# C15H17IrN3O2Si

A structure of composition C15H17IrN3O2Si (ωB97M-V/def2-TZVPD, OMol25).

Positions of all 39 atoms, in Å:
Ir: -0.60886 0.00573 -0.10475
O: 2.97750 1.54127 -1.48274
C: 1.83353 1.28727 -1.23394
N: 1.30110 0.05537 -0.85527
C: 1.90327 -1.15167 -1.21032
O: 3.06217 -1.34813 -1.44082
C: 0.86939 -2.24872 -1.34907
C: 1.24307 -3.52194 -1.72606
C: 0.25567 -4.48281 -1.88343
C: -1.06817 -4.13652 -1.65864
C: -1.36696 -2.84268 -1.27476
N: -0.41323 -1.91749 -1.12667
C: 0.74370 2.32970 -1.36382
C: 1.04850 3.61775 -1.75220
C: 0.01232 4.52677 -1.90368
C: -1.28973 4.11545 -1.66224
C: -1.51870 2.81062 -1.26791
N: -0.51806 1.93542 -1.12505
H: 2.29160 -3.72635 -1.89103
H: 0.51528 -5.49005 -2.17953
H: -1.86550 -4.85610 -1.77554
H: -2.38332 -2.52793 -1.07967
H: 2.08355 3.87328 -1.93043
H: 0.21765 5.54395 -2.20830
H: -2.12357 4.79318 -1.77436
H: -2.51578 2.44619 -1.06043
C: 0.57914 1.46869 2.78035
Si: -0.45779 -0.03564 2.39214
C: 0.45371 -1.63090 2.73340
C: -2.14080 0.01877 3.19212
H: 0.76323 1.51368 3.85776
H: 0.07662 2.39333 2.49218
H: 1.54750 1.42658 2.27911
H: 0.62900 -1.72148 3.80952
H: 1.42533 -1.65031 2.23687
H: -0.11891 -2.50376 2.41640
H: -2.00750 0.00120 4.27824
H: -2.75181 -0.84039 2.91555
H: -2.68414 0.92863 2.93706

Output
* HOMO level (spin up / spin down): -0.409 / -0.475 hartree
* max |F|: 0.134 eV Å⁻¹
* DFT total energy: -1290.094218 Eh
* <S²>: 6.01
* total charge: +1
* energy above the lowest of the compared OMol25 structures with the same formula, charge and spin: 0.000 eV
* E_LUMO (spin up / spin down): -3.7 / -5.5 eV
* orbital gap (spin up / spin down): 7.474 / 7.466 eV
* 2S+1: 5



No. 3
# C15H17N3O2S2

The molecule C15H17N3O2S2 at a distorted geometry (ωB97M-V/def2-TZVPD, OMol25).

Positions of all 39 atoms, in Å:
N: -1.95767 1.53911 -5.84557
C: -1.75012 2.15225 -4.65672
O: -2.25418 3.21542 -4.38157
C: -0.85525 1.36719 -3.70177
C: -1.70806 0.32407 -2.96699
H: -2.53422 0.82907 -2.46313
C: -0.85978 -0.40710 -1.92800
N: -0.28030 0.53807 -0.99540
C: -0.71949 0.54497 0.28111
O: -1.54786 -0.24359 0.68976
C: -0.11776 1.57646 1.22696
H: -0.27000 2.59615 0.87575
H: -0.57275 1.43747 2.20677
S: 1.68234 1.36455 1.43630
C: 1.70015 -0.00005 2.49797
N: 0.67383 -0.46988 3.09307
C: 0.98649 -1.54691 3.86882
C: 0.08771 -2.28404 4.63212
C: 0.56280 -3.34697 5.37137
C: 1.91387 -3.68462 5.36199
C: 2.82375 -2.96691 4.60835
C: 2.35429 -1.90102 3.86287
S: 3.23925 -0.82014 2.81860
H: 3.87064 -3.22682 4.59689
H: 2.25842 -4.52130 5.95071
H: -0.12321 -3.92895 5.96822
H: -0.95502 -2.01177 4.62458
C: 0.57387 1.50969 -1.63788
C: -0.21715 2.30517 -2.67737
H: -1.00908 2.87660 -2.19073
H: 0.44549 3.01140 -3.17892
H: 1.39017 0.96903 -2.13326
H: 1.01781 2.18462 -0.90979
H: -0.04829 -0.95472 -2.42107
H: -1.47084 -1.10642 -1.35525
H: -2.12682 -0.39803 -3.66983
H: -0.07248 0.85746 -4.27438
H: -1.55686 0.64717 -6.07175
H: -2.57368 1.97333 -6.51283

Output
* HOMO level: -0.304 hartree
* max |F|: 1.074 eV Å⁻¹
* DFT total energy: -1692.981470 Eh
* structure (SMILES): NC(=O)C1CCN(C(=O)CSc2nc3ccccc3s2)CC1
* total charge: 0
* energy above the lowest of the compared OMol25 structures with the same formula, charge and spin: 0.000 eV
* E_LUMO: 0.5 eV
* orbital gap: 8.819 eV



No. 4
# C15H17N3O6P2SY

A structure of composition C15H17N3O6P2SY at a distorted geometry (ωB97M-V/def2-TZVPD, OMol25).

Positions of all 45 atoms, in Å:
Y: -0.24774 0.13081 -0.59675
C: 5.30641 3.45406 -0.65993
C: 5.77122 2.16223 -0.41729
C: 4.89151 1.09597 -0.34811
C: 3.53142 1.32868 -0.51369
C: 3.06604 2.59948 -0.76788
C: 3.95259 3.66894 -0.84036
N: 2.53546 0.24510 -0.47032
N: 3.07072 -0.86379 -0.45295
C: 2.21637 -2.02016 -0.47328
C: 2.94243 -3.19972 -0.42711
C: 2.27491 -4.41463 -0.45266
C: 0.89299 -4.40743 -0.53549
C: 0.19318 -3.20103 -0.60152
C: 0.82414 -1.94703 -0.58746
H: 6.00290 4.28148 -0.71014
H: 6.83039 1.98378 -0.28027
H: 5.25307 0.09463 -0.16072
H: 2.01225 2.75992 -0.91540
H: 3.57013 4.66309 -1.03494
H: 4.02272 -3.14919 -0.36645
H: 2.82635 -5.34544 -0.41152
H: 0.34940 -5.34558 -0.55233
H: -0.88577 -3.25227 -0.67886
N: -4.18740 0.44065 2.14447
C: -3.95271 0.04407 0.69977
C: -5.24343 -0.47239 0.05824
P: -3.29520 1.64458 -0.04737
O: -4.53489 2.32845 -0.79454
O: -3.03856 2.42131 1.20556
O: -2.23130 1.34947 -1.08469
P: -2.73427 -1.31768 0.67110
O: -1.47167 -0.64668 1.50460
O: -3.24583 -2.46916 1.43608
O: -2.21436 -1.34036 -0.73834
H: -3.66308 1.38818 2.15397
H: -3.81030 -0.23736 2.80545
H: -5.17882 0.56230 2.33538
H: -6.02479 0.28829 0.09697
H: -5.58073 -1.38549 0.55014
H: -5.05977 -0.70833 -0.98956
H: -4.54498 2.14388 -1.74019
H: -1.13468 -1.31849 2.11626
S: -0.15816 3.75296 0.32291
C: 0.10187 2.20991 0.54925

Output
* HOMO level (spin up / spin down): -0.209 / -0.318 hartree
* max |F|: 1.363 eV Å⁻¹
* DFT total energy: -2316.909279 Eh
* <S²>: 0.75
* total charge: 0
* energy above the lowest of the compared OMol25 structures with the same formula, charge and spin: 1.644 eV
* E_LUMO (spin up / spin down): -0.6 / -0.6 eV
* orbital gap (spin up / spin down): 5.122 / 8.091 eV
* 2S+1: 2



No. 5
# C15H17NO2S

The molecule C15H17NO2S at a distorted geometry (ωB97M-V/def2-TZVPD, OMol25).

Positions of all 36 atoms, in Å:
C: -1.16174 -2.42640 1.35689
C: -1.56754 -1.12322 0.75444
C: -0.78374 0.11876 0.82950
C: -1.36257 1.21163 0.34756
C: -2.65640 1.13592 -0.35171
C: -3.53133 0.09019 -0.24010
C: -3.07287 -1.15673 0.34630
H: -3.61254 -1.89886 -0.01854
C: -4.88745 0.28935 -1.01627
H: -5.39310 -0.65594 -0.68584
H: -5.41756 1.35465 -0.56434
H: -4.84653 0.41843 -2.10809
H: -3.02856 2.07850 -0.67990
N: -0.59800 2.46987 0.50640
S: 1.04243 2.30137 0.30101
O: 1.39168 3.63812 0.31987
O: 1.57218 1.49089 1.64923
C: 1.39616 1.26098 -0.98955
C: 2.53072 0.38381 -0.75875
C: 3.69373 0.70318 -0.24960
C: 4.59643 -0.29326 -0.04272
C: 4.15867 -1.52651 0.29639
C: 2.98114 -1.89116 -0.12569
C: 2.00058 -1.01033 -0.42049
H: 1.05307 -1.19053 -1.08256
H: 2.77944 -3.02032 -0.11737
H: 5.00550 -2.54345 0.46639
H: 5.68372 0.17671 0.27329
H: 3.91890 1.66239 -0.31596
H: 0.52998 0.84978 -1.34613
H: 1.82968 2.15035 -1.83237
H: -1.01759 3.19665 -0.07528
H: 0.06046 0.03423 1.34002
H: -0.20236 -2.46603 1.57728
H: -1.30968 -3.25778 0.50316
H: -1.77490 -2.55523 2.15353

Output
* HOMO level: -0.313 hartree
* max |F|: 11.324 eV Å⁻¹
* DFT total energy: -1184.867756 Eh
* structure (SMILES): Cc1cc(C)cc(NS(=O)(=O)Cc2ccccc2)c1
* total charge: 0
* energy above the lowest of the compared OMol25 structures with the same formula, charge and spin: 9.668 eV
* E_LUMO: 0.4 eV
* orbital gap: 8.909 eV



No. 6
# C15H18BNO6RuSSe3Te

A structure of composition C15H18BNO6RuSSe3Te at a distorted geometry (ωB97M-V/def2-TZVPD, OMol25).

Positions of all 47 atoms, in Å:
Ru: -1.14431 1.65127 -1.00890
O: -1.30204 2.99533 0.65066
C: -0.30189 3.11224 1.64129
C: -0.55099 2.12393 2.80785
C: -0.75237 0.62930 2.34992
C: 0.15322 0.04264 1.35401
C: 1.03085 -0.96039 1.81088
C: 1.84145 -1.66939 0.96189
C: 1.94613 -1.18180 -0.36147
C: 1.05681 -0.23702 -0.76717
N: 0.15985 0.39087 0.01325
H: -1.58926 3.82249 0.28706
H: -0.28394 4.18444 1.99278
H: 0.66946 2.93092 1.18691
H: -1.34186 2.46821 3.45198
H: 0.34970 2.22747 3.45506
H: -1.78728 0.60459 1.89329
H: -0.84218 -0.06355 3.18603
H: 1.05016 -1.14622 2.89151
H: 2.26153 -2.59403 1.31750
H: 2.50107 -1.74433 -1.14550
H: 0.96592 0.00372 -1.85526
Se: -2.40747 3.05386 -2.56815
Se: -4.54028 3.02936 -1.89651
Te: -4.22580 0.94326 0.38140
Se: -2.76613 -0.18879 -1.57036
C: 2.04285 4.59865 -2.56157
S: 1.76033 2.87011 -2.28938
O: 2.86590 2.06935 -1.81639
O: 0.68571 2.88661 -1.18505
O: 1.18315 2.46284 -3.57022
H: 2.38470 5.12839 -1.66573
H: 1.12920 5.07620 -2.94749
H: 2.79237 4.72253 -3.35179
O: -0.93118 -2.35728 -1.68466
B: -1.79932 -1.74837 -0.80925
O: -1.93801 -2.36595 0.36905
C: -1.11310 -3.45995 0.30520
C: -0.84913 -4.36802 1.28046
C: 0.01776 -5.39421 0.93937
C: 0.65064 -5.39558 -0.29930
C: 0.34199 -4.44375 -1.26776
C: -0.59587 -3.47734 -0.98379
H: -1.37532 -4.39457 2.24910
H: 0.34608 -6.17312 1.62695
H: 1.36726 -6.19024 -0.57059
H: 0.88363 -4.47467 -2.22712

Output
* HOMO level (spin up / spin down): -0.262 / -0.291 hartree
* max |F|: 2.942 eV Å⁻¹
* DFT total energy: -9078.904199 Eh
* <S²>: 6.03
* total charge: 0
* energy above the lowest of the compared OMol25 structures with the same formula, charge and spin: 0.503 eV
* E_LUMO (spin up / spin down): -0.8 / -1.6 eV
* orbital gap (spin up / spin down): 6.272 / 6.337 eV
* 2S+1: 5